No. 1
{
  "formula": "C42H84BaO18",
  "method": "ωB97M-V/def2-TZVPD",
  "orbital_gap_ev": 4.020,
  "total_charge": -2,
  "e_lumo_ev": 2.801,
  "species": ["Ba", "C", "C", "C", "O", "C", "C", "C", "O", "O", "O", "H", "H", "C", "C", "C", "O", "C", "C", "C", "O", "O", "O", "H", "H", "C", "C", "C", "O", "H", "H", "H", "H", "H", "H", "H", "H", "C", "C", "C", "O", "H", "H", "H", "H", "H", "H", "H", "H", "C", "C", "C", "O", "H", "H", "H", "H", "H", "H", "H", "H", "C", "C", "C", "O", "H", "H", "H", "H", "H", "H", "H", "H", "C", "C", "C", "O", "H", "H", "H", "H", "H", "H", "H", "H", "C", "C", "C", "O", "H", "H", "H", "H", "H", "H", "H", "H", "C", "C", "C", "O", "H", "H", "H", "H", "H", "H", "H", "H", "C", "C", "C", "O", "H", "H", "H", "H", "H", "H", "H", "H", "C", "C", "C", "O", "H", "H", "H", "H", "H", "H", "H", "H", "C", "C", "C", "O", "H", "H", "H", "H", "H", "H", "H", "H"],
  "xyz": [[-0.076774, -0.146420, 0.070474], [3.680082, -2.957686, 0.614435], [3.008133, -1.841090, 0.158953], [3.447054, -0.470070, 0.514337], [2.848276, 0.586740, 0.088076], [4.507096, -0.221281, 1.301131], [5.281273, -1.295756, 1.868906], [4.829049, -2.802073, 1.463319], [5.480487, -3.721468, 1.985047], [6.248380, -1.131237, 2.647245], [1.980602, -2.141848, -0.586059], [3.467547, -4.011133, 0.507394], [4.799963, 0.753760, 1.661590], [1.184978, -3.221214, 3.493263], [0.549939, -2.101647, 3.106992], [1.052817, -0.727696, 3.521717], [0.569606, 0.391876, 3.038092], [2.066953, -0.539115, 4.430314], [2.712665, -1.714892, 5.026917], [2.349441, -3.178955, 4.393049], [3.084999, -4.133824, 4.711455], [3.566162, -1.604853, 5.936161], [-0.465092, -2.244249, 2.305628], [0.820623, -4.200155, 3.218830], [2.281373, 0.436141, 4.841762], [-0.146898, 6.298410, -1.981714], [1.194439, 5.564208, -1.644876], [2.305319, 6.558189, -1.321534], [0.989470, 4.711897, -0.499817], [-0.012245, 7.018636, -2.788714], [-0.436518, 6.924468, -1.137748], [-0.887344, 5.553019, -2.271961], [1.543545, 4.935842, -2.464255], [2.348196, 7.390502, -2.024042], [3.309780, 6.166117, -1.481003], [2.159896, 6.894743, -0.295040], [1.825294, 4.465226, -0.097143], [-1.434130, -5.697161, 2.480975], [-1.251987, -5.414831, 1.010357], [-1.328927, -6.659685, 0.061742], [-2.174915, -4.387117, 0.617031], [-0.575935, -6.254764, 2.856032], [-2.319919, -6.285781, 2.719767], [-1.507961, -4.802718, 3.099527], [-0.297677, -4.935733, 0.791596], [-0.521197, -6.529673, -0.658518], [-2.242460, -6.747955, -0.526274], [-1.170099, -7.608595, 0.574022], [-2.077999, -3.662359, 1.239080], [-1.333236, 1.559810, 5.563421], [-2.602129, 1.025387, 4.900121], [-3.691467, 2.095434, 4.757908], [-2.158727, 0.656833, 3.629033], [-0.824884, 2.351357, 5.012838], [-0.656905, 0.721085, 5.728445], [-1.517669, 2.020450, 6.533932], [-2.862491, 0.131915, 5.467590], [-4.556018, 1.638034, 4.276832], [-3.521416, 3.058979, 4.277534], [-4.152688, 2.296540, 5.724830], [-1.203725, 0.564521, 3.661615], [3.436293, 5.382055, 1.940442], [3.537226, 3.851392, 1.908237], [2.546831, 3.238823, 2.863644], [3.214407, 3.454272, 0.604359], [2.469643, 5.883424, 1.892299], [3.962217, 5.817933, 1.091028], [3.910784, 5.767372, 2.842932], [4.525864, 3.484761, 2.184425], [1.548952, 3.571458, 2.577818], [2.681879, 3.511837, 3.910214], [2.683748, 2.158922, 2.919988], [3.248873, 2.495570, 0.640348], [-4.472606, -1.434160, 2.370709], [-4.022764, -0.695724, 1.144417], [-4.851063, 0.500071, 0.852912], [-2.640681, -0.319168, 1.228980], [-4.728471, -0.813550, 3.229471], [-3.848906, -2.275239, 2.673508], [-5.398110, -1.966213, 2.150565], [-4.099665, -1.343530, 0.271180], [-4.462873, 0.893145, -0.086715], [-4.714148, 1.257993, 1.624210], [-5.907758, 0.241403, 0.785171], [-2.600146, -0.032631, 2.144327], [-0.790627, -4.176435, -2.455265], [-1.298302, -2.713479, -2.417328], [-2.617086, -2.486653, -3.064144], [-1.376645, -2.279283, -1.089420], [-1.523159, -4.865101, -2.034268], [0.192493, -4.204632, -1.985396], [-0.557068, -4.441373, -3.486463], [-0.628679, -2.001506, -2.899815], [-3.396203, -3.065028, -2.567593], [-2.580259, -2.766554, -4.116950], [-2.969948, -1.457541, -3.131344], [-1.739948, -3.040644, -0.631241], [1.354851, -0.480794, -4.357838], [1.393004, 0.453876, -3.207746], [1.708731, 1.930438, -3.559647], [0.061272, 0.456293, -2.678533], [1.072311, -0.007632, -5.298251], [0.637429, -1.292338, -4.236219], [2.319427, -0.975306, -4.472571], [1.998683, 0.151538, -2.353435], [1.849902, 2.575283, -2.692277], [0.883273, 2.375574, -4.115149], [2.604747, 2.100281, -4.156644], [-0.435187, 0.787038, -3.430688], [3.625222, -4.246440, -4.917156], [2.904855, -4.036211, -3.592787], [2.510025, -5.397317, -2.911163], [3.660903, -3.256925, -2.736339], [3.002480, -4.804394, -5.616430], [4.534402, -4.844876, -4.859118], [3.807587, -3.264852, -5.354554], [1.966557, -3.501156, -3.739159], [1.566485, -5.768655, -3.311088], [2.333948, -5.270356, -1.842997], [3.353463, -6.086661, -2.949972], [3.186313, -2.934336, -1.966728], [-3.861099, 1.216275, -5.399539], [-2.701341, 1.694741, -4.550215], [-2.944389, 1.524669, -3.016423], [-1.481507, 1.019111, -4.796545], [-4.745598, 1.764570, -5.075300], [-3.954759, 0.140083, -5.254086], [-3.632545, 1.453105, -6.438665], [-2.568482, 2.765358, -4.705823], [-3.794617, 2.124590, -2.691911], [-2.069908, 1.816434, -2.434830], [-3.163708, 0.480731, -2.792375], [-0.995960, 1.516493, -5.458708], [-1.374908, 3.849098, 2.150330], [-1.702099, 3.032274, 0.917949], [-2.442875, 3.846580, -0.075717], [-0.477778, 2.595689, 0.331258], [-0.853555, 3.294800, 2.930739], [-2.337633, 4.133881, 2.574780], [-0.780733, 4.741740, 1.954792], [-2.324798, 2.169967, 1.156227], [-3.387720, 4.274357, 0.259481], [-2.717848, 3.293584, -0.973880], [-1.903257, 4.753012, -0.350111], [0.098330, 3.327716, 0.099202]],
  "atomic_forces_ev_per_a": [[1.36, -0.86, 1.35], [2.03, 1.05, 1.38], [-0.65, -3.75, -0.52], [-0.05, 2.26, -0.16], [-2.32, 0.02, -1.19], [2.11, -1.90, 1.71], [1.02, -0.47, 0.79], [1.40, 0.28, 1.59], [-0.84, 0.88, -1.05], [-1.59, -0.33, -1.46], [-0.79, 2.26, -0.54], [-0.81, 0.13, -0.59], [-0.25, 0.33, -0.32], [2.45, -0.89, 2.41], [-1.39, -0.26, -1.59], [0.62, 2.48, 0.24], [-1.61, -1.18, -1.00], [0.00, -2.89, 0.82], [1.18, 0.59, 0.54], [0.88, -0.18, 0.52], [-1.64, 1.47, -0.52], [-1.61, -0.66, -1.39], [-0.06, 1.59, -0.20], [0.05, 0.02, -0.29], [0.15, 0.09, -0.23], [1.28, -0.57, 0.14], [-0.08, 0.39, 0.46], [0.21, 0.17, -0.47], [-1.06, 0.94, -0.79], [0.20, -0.26, -0.31], [-0.28, -0.41, 0.27], [-0.22, 0.25, 0.23], [-0.34, -0.03, -0.34], [-0.62, 0.34, 0.07], [-0.04, -0.61, 0.61], [0.23, 0.24, -0.11], [1.01, -0.52, 0.18], [0.26, -0.50, 0.53], [0.09, 0.32, -0.46], [0.23, 0.83, 0.13], [-1.16, -0.49, -0.90], [0.09, -0.06, 0.04], [-0.22, -0.18, -0.37], [0.24, 0.29, -0.32], [0.47, -0.33, 0.63], [0.00, -0.27, -0.09], [-0.27, 0.24, 0.27], [0.02, 0.14, 0.23], [0.50, 0.35, 0.57], [-0.12, 0.35, 1.23], [1.66, 1.90, -0.05], [-1.47, -1.16, 0.84], [-1.41, -0.24, -0.85], [-0.09, -0.27, -0.49], [0.27, 0.13, -0.13], [-0.26, -0.18, 0.31], [-0.87, 0.07, 0.07], [-0.01, -0.07, -0.64], [0.79, -0.34, -0.09], [0.38, 0.25, 0.45], [1.52, -0.41, -0.73], [1.13, 0.42, 0.03], [-0.95, 1.17, 0.88], [0.05, -0.29, 0.76], [0.13, 0.52, -0.50], [-0.57, -0.80, 0.12], [0.39, -0.11, -0.06], [0.10, -0.01, 0.10], [0.37, 0.37, -0.14], [-0.16, -0.51, -0.06], [0.27, 0.54, 0.07], [-0.59, -0.19, -0.53], [-0.35, -1.42, -0.82], [-0.93, -1.18, 0.38], [0.96, -0.71, -0.38], [-0.16, 0.74, -0.19], [-1.15, -0.25, -0.83], [0.45, 0.25, 0.03], [0.63, 0.44, 0.04], [-0.41, 0.16, -0.28], [0.10, -0.35, 0.01], [-0.37, 0.32, -0.13], [-0.06, 0.09, 0.10], [-0.07, 0.10, -0.17], [1.02, 0.39, 1.04], [0.31, 1.28, -0.88], [0.70, 0.17, -0.35], [-1.24, -0.41, -1.14], [-0.06, 0.45, 0.43], [0.17, 0.04, 0.09], [-0.26, -0.10, 0.59], [-0.37, -0.19, -0.23], [0.51, -0.44, -0.01], [-0.14, -0.14, -0.02], [-0.01, -0.45, -0.16], [0.39, 0.16, 0.57], [-0.12, -0.39, 1.07], [0.96, -1.11, -1.01], [-0.41, 1.41, 1.06], [0.41, -0.02, -0.06], [-0.10, 0.31, 0.79], [0.14, 0.28, -0.12], [0.04, 0.12, 0.38], [0.16, 0.09, -0.28], [0.45, -0.34, -0.29], [-0.15, -0.38, 0.39], [-0.24, -0.09, -0.22], [0.14, -0.44, -0.15], [-0.90, -0.06, 0.00], [-0.45, 0.16, -0.09], [-1.00, -1.21, 1.18], [0.37, 0.85, 0.04], [1.88, 0.21, -0.72], [-0.36, 0.04, 0.01], [0.22, 0.32, 0.43], [0.34, -0.06, -0.10], [-0.38, 0.03, -0.58], [0.26, -0.43, -0.35], [-0.02, 0.44, 0.06], [-0.17, -0.31, -0.38], [-0.82, 0.06, 0.57], [0.78, 0.08, 0.26], [-0.38, 0.52, 2.14], [-0.29, -0.08, -0.86], [0.04, -0.06, -0.87], [-0.17, -0.23, -0.15], [-0.31, 0.01, -0.16], [-0.25, -0.18, -0.14], [0.15, 0.20, -0.20], [-0.05, 0.02, -0.03], [0.01, 0.07, -0.16], [0.01, 0.00, 0.03], [0.16, -0.14, -0.20], [-0.68, -0.21, 0.80], [1.10, 0.58, 0.29], [-1.12, 1.29, -1.05], [-0.68, -1.72, -0.04], [0.04, -0.34, -0.27], [-0.02, 0.38, 0.23], [-0.08, 0.06, -0.39], [0.47, -0.28, 0.24], [-0.25, -0.32, 0.61], [0.35, -0.07, -0.03], [0.46, -0.18, -0.20], [0.08, 0.68, -0.24]],
  "lowdin_charge": [1.97, 0.00, -0.38, -0.41, -0.19, -0.02, -0.31, -0.32, 0.01, -0.01, -0.23, 0.11, 0.10, -0.01, -0.40, -0.37, -0.22, -0.01, -0.30, -0.30, 0.00, -0.02, -0.18, 0.09, 0.10, -0.04, -0.42, -0.06, -0.08, 0.07, 0.08, 0.06, 0.12, 0.07, 0.08, 0.08, 0.04, -0.06, -0.43, -0.04, -0.09, 0.08, 0.07, 0.07, 0.14, 0.06, 0.07, 0.07, 0.06, -0.05, -0.45, -0.04, -0.08, 0.08, 0.09, 0.07, 0.14, 0.06, 0.07, 0.07, 0.04, -0.06, -0.48, -0.04, -0.06, 0.07, 0.06, 0.07, 0.14, 0.07, 0.08, 0.08, 0.05, -0.04, -0.49, -0.05, -0.20, 0.08, 0.09, 0.08, 0.14, 0.07, 0.08, 0.08, 0.02, -0.01, -0.49, -0.05, -0.19, 0.07, 0.07, 0.08, 0.10, 0.09, 0.08, 0.05, 0.04, -0.04, -0.44, -0.02, -0.23, 0.08, 0.07, 0.09, 0.12, 0.07, 0.06, 0.08, 0.01, -0.06, -0.51, -0.05, -0.04, 0.07, 0.07, 0.07, 0.11, 0.06, 0.07, 0.07, 0.04, -0.05, -0.46, -0.03, -0.06, 0.08, 0.08, 0.08, 0.13, 0.08, 0.07, 0.07, 0.10, -0.03, -0.47, -0.05, -0.19, 0.07, 0.07, 0.08, 0.11, 0.08, 0.05, 0.06, 0.04]
}

=====

No. 2
{
  "formula": "CH2CdLiO3",
  "method": "ωB97M-V/def2-TZVPD",
  "de_lowest_kj_mol": 45.7,
  "orbital_gap_ev": 8.286,
  "total_charge": 1,
  "e_lumo_ev": -6.065,
  "species": ["O", "C", "O", "O", "H", "Li", "Cd", "H"],
  "xyz": [[-1.255624, -0.901345, -1.327724], [0.143204, 0.118998, 1.000127], [0.067051, 1.048611, 1.797847], [0.941911, 0.185353, -0.019914], [-1.940847, -0.456311, -1.826834], [1.365198, 2.115029, 0.677792], [0.626241, -0.999800, -1.513851], [0.052868, -1.110536, 1.212558]],
  "atomic_forces_ev_per_a": [[-2.44, -0.11, 0.22], [1.92, -3.42, 2.60], [-0.67, -0.67, -1.22], [1.71, 3.30, 1.09], [0.04, -0.19, -0.37], [-0.35, -0.32, 0.27], [1.08, -1.85, -2.81], [-1.30, 3.26, 0.22]],
  "lowdin_charge": [-0.50, -0.53, -0.02, -0.40, -0.03, 0.86, 1.44, 0.19]
}

=====

No. 3
{
  "formula": "C16H14N3O2PS",
  "method": "ωB97M-V/def2-TZVPD",
  "orbital_gap_ev": 8.125,
  "smiles": "[H]/N=C/Cc1cnc2cc(P(O)(O)=S)c(-c3ccccc3)cc2n1",
  "e_lumo_ev": -0.548,
  "species": ["N", "C", "C", "C", "C", "N", "C", "C", "C", "P", "O", "O", "S", "C", "C", "C", "C", "C", "C", "C", "C", "C", "N", "H", "H", "H", "H", "H", "H", "H", "H", "H", "H", "H", "H", "H", "H"],
  "xyz": [[4.735939, -2.635367, 1.278758], [5.218267, -1.783221, 0.479989], [4.673543, -1.645661, -0.918403], [3.479138, -0.724235, -0.964579], [3.629754, 0.615155, -1.448692], [2.645593, 1.463656, -1.500949], [1.435305, 1.016330, -1.064451], [0.320407, 1.874550, -1.081306], [-0.910674, 1.446916, -0.648857], [-2.267308, 2.640023, -0.674448], [-2.604904, 2.846580, 0.886791], [-1.539989, 4.014706, -1.097347], [-3.783010, 2.266525, -1.762202], [-1.072786, 0.117801, -0.156003], [-2.343093, -0.408618, 0.408830], [-3.452019, -0.692042, -0.381869], [-4.591448, -1.231511, 0.183849], [-4.642003, -1.491011, 1.545635], [-3.542763, -1.210387, 2.340710], [-2.397666, -0.675671, 1.772852], [0.011114, -0.715193, -0.134875], [1.279124, -0.299634, -0.584601], [2.327097, -1.167894, -0.545785], [5.200641, -2.584710, 2.183692], [6.037672, -1.120447, 0.769381], [4.357263, -2.635483, -1.243085], [5.447076, -1.276734, -1.589693], [4.604001, 0.947241, -1.792634], [0.456560, 2.876682, -1.456189], [-1.811957, 3.026320, 1.408920], [-1.316170, 4.589175, -0.357910], [-3.414865, -0.485915, -1.442208], [-5.446875, -1.450491, -0.439376], [-5.532880, -1.913826, 1.989261], [-3.564025, -1.402550, 3.404748], [-1.538353, -0.464376, 2.396245], [-0.085691, -1.726686, 0.235798]],
  "atomic_forces_ev_per_a": [[0.04, 0.02, -0.10], [-0.01, -0.13, 0.25], [-0.12, -0.15, -0.01], [-0.04, 0.22, -0.04], [-0.14, -0.15, 0.11], [0.04, 0.05, -0.01], [0.15, -0.30, 0.08], [-0.12, 0.00, -0.08], [0.15, 0.17, -0.11], [-0.20, 0.02, -0.19], [-0.05, 0.19, 0.01], [0.03, 0.02, 0.04], [0.06, 0.11, 0.04], [0.04, -0.12, 0.00], [-0.12, 0.05, 0.10], [0.21, 0.00, -0.14], [-0.13, -0.08, 0.11], [-0.02, -0.01, 0.04], [0.05, 0.03, 0.04], [-0.05, -0.02, 0.03], [0.06, -0.16, 0.04], [0.14, 0.21, -0.13], [0.05, 0.02, -0.03], [0.01, -0.01, 0.01], [0.00, 0.16, -0.06], [-0.04, 0.00, -0.04], [0.06, 0.01, -0.03], [0.00, 0.04, -0.02], [0.06, 0.05, -0.04], [-0.04, -0.19, 0.14], [-0.01, 0.06, -0.01], [0.00, -0.05, 0.03], [-0.03, -0.01, -0.04], [-0.05, 0.00, -0.01], [-0.06, -0.04, 0.02], [0.06, 0.02, -0.01], [0.00, -0.04, 0.02]],
  "lowdin_charge": [0.10, -0.25, -0.13, -0.26, -0.07, 0.14, -0.21, 0.00, -0.22, 0.19, -0.19, -0.21, 0.37, -0.17, -0.22, -0.08, -0.07, -0.08, -0.08, -0.04, 0.05, -0.18, 0.20, 0.05, 0.11, 0.12, 0.11, 0.11, 0.11, 0.08, 0.08, 0.08, 0.11, 0.10, 0.10, 0.12, 0.13]
}